The following is a DFT calculation (wB97M-V/def2-TZVPD) of a molecular structure, C9H17O6Y in a non-equilibrium geometry.

## Properties
* largest force on an atom: 2.8 eV/A
* gap between HOMO and LUMO: 12.6 eV
* E_HOMO: -18.53 eV
* charge: +2

Atoms and positions in Å:
Y1 0.1626 -0.1276 1.2998
C1 2.2174 -1.2446 -0.7527
C2 0.8479 -1.7584 -1.1988
O1 0.0517 -1.8911 0.0039
C3 -1.3322 -2.2930 -0.1662
C4 -2.2159 -1.0879 -0.4815
O2 -1.9131 -0.0649 0.5039
C5 -2.3065 1.2844 0.1461
C6 -1.2205 1.9494 -0.7031
O3 0.0445 1.6261 -0.0855
C7 1.2170 1.8861 -0.8928
C8 2.3999 1.1972 -0.2107
O4 2.0654 -0.1570 0.1984
H1 2.8142 -0.9380 -1.6095
H2 2.7414 -2.0342 -0.2166
H3 0.9573 -2.7363 -1.6680
H4 0.3633 -1.0738 -1.9009
H5 -1.6219 -2.7288 0.7905
H6 -1.4219 -3.0546 -0.9396
H7 -3.2636 -1.3755 -0.3956
H8 -2.0303 -0.7050 -1.4869
H9 -2.4332 1.8152 1.0896
H10 -3.2577 1.2821 -0.3835
H11 -1.3774 3.0281 -0.7211
H12 -1.2202 1.5775 -1.7305
H13 1.4057 2.9588 -0.9478
H14 1.0519 1.5063 -1.9045
H15 2.6464 1.7147 0.7168
H16 3.2764 1.1952 -0.8553
O5 0.7924 0.9727 2.9144
C9 0.3427 0.0656 3.6798
O6 -0.1866 -0.9531 3.1407
H17 0.4027 0.1647 4.7674

Force components x, y, z for each atom (eV/Å):
Y -0.37 0.04 -1.79
C -0.16 -0.41 0.00
C 0.33 0.08 -0.03
O -0.05 -1.00 -1.13
C -0.37 0.09 0.10
C 0.18 -0.34 -0.04
O -0.77 0.04 -0.73
C 0.18 0.35 -0.08
C -0.32 -0.17 0.06
O -0.05 0.64 -0.81
C 0.34 -0.12 -0.02
C -0.20 0.35 0.04
O 0.71 0.00 -0.97
H 0.01 0.07 0.01
H 0.08 0.04 -0.01
H 0.00 0.01 -0.05
H -0.07 0.00 0.05
H 0.03 -0.06 -0.02
H 0.04 -0.01 -0.01
H -0.03 0.03 -0.01
H 0.00 0.10 0.03
H -0.05 -0.03 0.01
H -0.04 -0.03 0.05
H 0.04 0.02 0.01
H 0.06 -0.02 0.00
H -0.01 0.01 0.00
H -0.10 -0.04 0.03
H 0.07 -0.03 0.00
H 0.02 -0.03 -0.01
O 0.91 1.60 2.08
C 0.08 0.10 0.87
O -0.52 -1.26 2.40
H 0.00 -0.02 -0.02

=====

The following is a DFT calculation (wB97M-V/def2-TZVPD) of C12H24N2O4 in the gas phase.

## Properties
* relative energy (zero: lowest compared OMol25 entry of this formula, charge and spin): 2.2 kcal/mol
* largest force on an atom: 0.7 eV/A
* gap between HOMO and LUMO: 10.4 eV
* E_HOMO: -9.66 eV
* charge: 0
* SMILES: CCNC(=O)OC[C@H](CC)NC(=O)OCC(C)C

Atoms and positions in Å:
C1 2.9688 -2.6738 2.3734
C2 1.6285 -3.3333 2.6822
N1 0.6615 -3.1004 1.6354
C3 -0.4013 -2.2829 1.7885
O1 -0.7374 -1.7609 2.8238
O2 -1.0487 -2.1486 0.6065
C4 -2.2118 -1.3306 0.5940
C5 -1.9076 0.1419 0.9392
C6 -3.0155 1.0742 0.4395
C7 -4.3502 0.8231 1.1291
N2 -0.6255 0.5387 0.3795
C8 -0.3263 0.4087 -0.9354
O3 -1.1140 0.2148 -1.8265
O4 1.0103 0.5609 -1.1071
C9 1.4801 0.6174 -2.4494
C10 1.8312 2.0498 -2.8721
C11 2.9723 2.5951 -2.0170
C12 0.6053 2.9555 -2.7848
H1 3.6675 -2.8562 3.1850
H2 3.3905 -3.0770 1.4550
H3 2.8435 -1.6004 2.2558
H4 1.7616 -4.4123 2.8120
H5 1.1989 -2.9171 3.5959
H6 0.8670 -3.4226 0.7031
H7 -2.9459 -1.7279 1.3007
H8 -2.5814 -1.4066 -0.4294
H9 -1.8121 0.2340 2.0245
H10 -3.1169 0.9515 -0.6388
H11 -2.6957 2.1003 0.6321
H12 -4.2372 0.8721 2.2099
H13 -5.0720 1.5769 0.8250
H14 -4.7486 -0.1530 0.8673
H15 0.1642 0.5702 1.0049
H16 2.3695 -0.0182 -2.4895
H17 0.7053 0.2078 -3.1061
H18 2.1595 1.9958 -3.9160
H19 3.2107 3.6153 -2.3080
H20 3.8651 1.9847 -2.1329
H21 2.6848 2.5903 -0.9684
H22 0.8349 3.9421 -3.1805
H23 0.2894 3.0656 -1.7494
H24 -0.2225 2.5351 -3.3508

Force components x, y, z for each atom (eV/Å):
C -0.24 -0.12 0.10
C 0.13 0.09 0.12
N 0.13 -0.18 -0.29
C -0.02 -0.25 -0.41
O -0.20 0.27 0.33
O 0.24 -0.21 0.06
C -0.26 0.32 0.26
C -0.18 0.03 -0.34
C -0.05 -0.15 0.19
C 0.18 0.07 -0.13
N 0.24 0.03 0.31
C 0.29 0.19 0.31
O -0.29 -0.16 -0.28
O 0.05 0.08 0.21
C 0.06 0.04 -0.71
C -0.10 -0.16 0.40
C -0.13 -0.09 -0.24
C 0.14 -0.19 -0.17
H 0.14 -0.01 0.06
H 0.09 -0.01 -0.08
H 0.01 0.11 -0.02
H -0.04 0.11 0.08
H 0.06 -0.15 -0.07
H -0.10 0.06 0.04
H 0.03 0.03 -0.11
H -0.02 0.01 0.13
H 0.02 0.00 -0.21
H 0.03 0.07 -0.01
H 0.05 -0.01 -0.05
H -0.06 -0.01 0.16
H -0.13 0.01 0.02
H -0.14 -0.12 0.02
H -0.04 0.00 -0.08
H -0.09 0.04 0.02
H 0.19 0.02 0.09
H -0.02 -0.07 0.03
H 0.07 0.12 0.02
H 0.15 -0.03 0.03
H 0.00 0.04 0.13
H -0.01 0.12 0.00
H -0.06 0.05 0.11
H -0.13 0.02 -0.04

=====

Values for energy, eV, ordered as above
-22923.380, -24005.487